114
Properties=species:S:1:pos:R:3:forces:R:3:mulliken_spin:R:1 method="wB97M-V/def2-TZVPD" de_lowest_ev=0.0000 lumo_energy_ev="-1.818 / -4.770" total_charge=+1 homo_lumo_gap_ha="0.37528 / 0.26480" multiplicity=2 max_force_ha_per_bohr=0.0623 total_energy_ev=-190361.1578
O 0.9232 4.3247 4.2841 0.7 0.6 -0.1 0.000
H 1.6645 -0.5120 -6.6140 0.0 0.0 0.0 0.000
O 2.3040 -0.7232 -2.9886 0.4 0.0 0.6 -0.004
C -3.0891 1.1663 -1.1864 1.1 0.0 -0.9 -0.003
H 6.0762 -4.7122 -0.9791 0.0 0.1 0.3 0.000
H -0.7613 1.2373 4.6752 0.2 0.1 0.4 0.000
H -0.5947 4.3321 8.1995 0.1 -0.3 0.5 0.000
H -1.2095 -4.5230 -3.8828 0.2 -0.1 -0.1 0.000
H 3.0084 2.5669 2.0594 -0.1 0.6 0.1 0.000
H -5.8505 -0.1313 4.3057 0.0 -0.4 -0.3 0.000
H -3.0024 -4.0974 -5.2745 -0.6 -0.6 0.1 0.000
H 0.7053 0.8271 1.6117 -0.1 -0.3 -0.3 0.000
O 2.8138 -4.7224 -2.2409 -0.7 -0.2 -0.5 0.000
O 2.2119 -0.8704 0.1710 0.5 0.2 -0.4 0.807
H -4.4316 3.5821 -4.8769 -0.3 -0.3 -0.1 0.000
O -3.7704 1.4650 5.2068 0.1 0.3 0.2 0.000
H 0.9178 4.7979 9.0993 -0.1 -0.2 0.2 0.000
O -3.3020 0.0059 3.2937 -0.5 0.8 0.1 0.000
H 2.4474 1.7683 0.6356 0.0 0.4 -0.1 0.001
H -3.5073 -0.9264 5.1587 0.0 0.0 0.0 0.000
H -2.1684 -2.2012 2.7157 0.3 0.1 -0.1 0.000
S -4.0786 1.3329 3.8189 -0.4 -2.2 1.0 0.000
C -5.7796 0.7685 3.7099 0.7 1.0 0.3 0.000
Cu 3.7951 -0.6074 -1.3712 -0.4 0.1 0.1 0.027
S 1.2452 -0.7090 -3.9575 -0.6 1.5 0.1 0.000
H 4.5567 -5.4565 2.3357 0.1 0.0 0.0 0.000
O -2.5390 -2.3569 -3.5773 0.1 0.6 0.1 0.000
H -3.5379 3.9389 -3.4103 0.0 0.0 0.0 0.000
H 1.6824 4.6108 1.4440 -0.2 -0.1 0.1 0.000
O -2.8353 1.4196 -4.8394 0.3 -0.4 -0.1 0.000
H 5.4164 -5.2930 -2.5044 -0.1 -0.3 0.0 0.000
C 1.4693 3.6847 0.9046 0.4 0.6 0.9 0.000
S -3.6652 1.6286 -3.6976 0.2 1.4 0.1 0.000
H -3.1980 0.1220 -1.4692 -0.4 0.0 0.3 0.001
H 2.0782 4.1386 6.8078 -0.2 0.0 -0.5 0.000
O -2.7269 1.8564 -2.4378 0.1 -0.2 0.1 0.000
S -2.3268 -3.2426 -2.2847 0.5 -1.5 -1.1 0.000
C 5.2218 -5.1902 -1.4411 -0.6 0.5 0.1 0.000
H 6.8765 3.4167 -1.2725 -0.1 -0.5 0.1 0.000
H -4.5838 -2.6017 -3.5591 0.1 -0.2 -0.2 0.000
C -3.7995 -3.3775 -5.4546 0.8 1.0 0.0 0.000
H -0.4586 -0.8763 -2.3522 0.0 0.1 0.1 0.013
C -0.1113 0.7261 -6.7022 -0.5 0.2 -0.5 0.000
H -1.4134 2.8494 4.2542 0.0 0.0 0.2 0.000
H 0.2602 -1.4024 0.3018 0.3 0.1 -0.4 0.140
H 1.4714 -0.0898 2.8230 -0.1 -0.5 0.1 0.004
C -0.9875 -4.3004 -2.8477 -0.6 0.6 0.6 0.000
H 0.3746 5.6275 7.6440 0.2 0.0 0.1 0.000
H -1.0916 -5.1823 -2.2234 0.2 -0.1 0.0 0.000
H -1.0848 -0.1299 -3.8430 0.2 -0.2 -0.3 -0.001
O -1.8783 -2.4233 -1.2006 0.0 0.5 0.1 -0.002
H -5.2012 3.3523 -3.2294 -0.2 0.1 -0.2 0.000
H -2.1296 0.5496 0.5249 0.0 0.4 0.4 -0.005
O 1.5405 0.5766 -4.8477 0.1 -0.5 -0.4 0.000
H -6.3776 1.5026 4.2487 0.0 0.2 -0.3 0.000
H -2.3197 -3.0185 4.2762 -0.2 0.0 -0.2 0.000
C -0.5578 2.1832 4.1824 -0.3 0.3 -0.4 0.000
H -3.4687 -2.8998 -6.3818 -0.2 0.2 0.1 0.000
S 0.8656 3.0187 4.8403 -2.7 -1.8 0.0 0.000
C 1.1546 -1.1694 0.9256 -1.2 -0.5 1.1 -0.098
H 1.5904 2.9025 7.9285 0.0 -0.4 -0.4 0.000
O 5.7944 2.1954 1.0791 0.1 -0.6 0.4 0.000
H 1.2056 3.9855 -0.1056 0.2 -0.5 -0.2 0.000
H -4.0081 -1.3627 -4.6195 0.4 0.0 0.0 0.000
C 5.8702 3.7297 -0.9919 0.4 -0.1 -0.8 0.000
H -0.0590 0.8370 -2.8109 0.1 -0.1 0.2 0.001
H -0.9566 1.0441 -0.6232 -0.1 0.2 -0.4 -0.001
O 4.5951 1.3962 -0.9389 0.1 -1.0 -0.5 0.002
O 1.9453 2.0905 4.7677 1.0 0.2 0.0 0.000
H -0.4208 1.9561 3.1272 0.3 0.2 0.0 0.000
C 3.6143 -3.8407 1.2846 -0.6 0.2 0.5 0.001
H 5.1777 -3.8541 2.7572 0.1 0.0 0.0 0.000
C -3.4500 -1.1953 4.1057 0.5 -0.2 -0.4 0.000
H -4.3520 -1.7271 3.7987 -0.1 0.2 0.0 0.000
H -0.4167 1.7730 -6.6433 0.2 0.0 0.5 0.000
C -0.2438 -0.1768 -3.1567 0.3 0.0 0.0 -0.009
H 5.6010 -4.5975 1.1961 0.3 0.0 0.1 0.000
C 4.8216 -4.4780 1.9400 -0.4 0.1 -0.3 0.001
O 0.2919 3.0722 6.3317 0.8 0.3 -0.8 0.000
O 3.1677 -4.5926 0.1173 0.3 0.6 -0.2 -0.001
H -1.3332 -1.6155 4.2329 0.1 0.3 -0.4 0.000
H 3.7322 -2.7872 1.0298 0.4 -0.1 -0.3 -0.005
O 1.0274 -1.8711 -4.7392 -0.1 -0.5 -0.4 0.000
H -6.0199 0.7082 2.6566 -0.3 -0.3 0.0 0.000
C 0.7473 -0.1970 2.0117 0.3 1.5 -0.2 -0.009
H 5.3117 3.9355 -1.9015 -0.1 0.2 0.1 0.000
C -4.3044 3.3000 -3.8393 0.2 -0.4 0.4 0.000
C 2.6582 2.7740 1.0442 0.3 -1.5 -0.9 -0.006
C 0.4455 4.6513 8.1350 -0.5 0.8 -1.1 0.000
H 2.7370 -3.8513 1.9337 0.1 -0.3 0.1 0.005
H -3.9888 1.6318 -0.8052 -0.3 -0.2 0.1 0.000
S 3.7405 -4.2072 -1.3117 0.7 -0.3 0.4 0.002
O 4.0853 -2.8117 -1.3366 0.2 0.6 0.1 0.000
H -0.8593 0.1258 -6.1871 0.1 -0.1 0.1 0.000
H -0.2075 0.5239 -7.7758 0.1 -0.3 0.1 0.000
C -1.9351 1.3203 -0.2299 -0.2 -0.6 0.4 0.010
H -0.2542 -0.3711 2.3969 0.0 -0.4 0.1 0.001
C 1.2030 3.6730 7.2587 0.4 0.1 1.9 0.000
C -2.2321 -2.0418 3.7885 -0.2 -0.4 0.8 0.000
O -3.4535 -4.1083 -2.1274 -0.4 0.3 0.3 0.000
C -3.8106 -2.3820 -4.2964 -0.7 0.0 0.2 0.000
H 4.9090 -6.1026 -0.9417 0.5 -0.3 -0.2 0.000
O -3.7708 2.3632 2.9058 0.1 0.6 -0.8 0.000
S 5.0387 2.4705 -0.0891 -0.5 1.5 0.4 -0.002
H -1.8998 2.3163 0.2023 0.1 0.0 0.2 0.000
H 1.9222 1.2476 -6.7606 0.4 -0.1 0.4 0.000
H -0.0274 -3.8153 -2.7099 0.1 0.0 -0.1 0.000
H 6.0146 4.6120 -0.3773 -0.4 0.0 0.2 0.000
H -4.8058 -3.7511 -5.6067 0.1 -0.5 0.0 0.000
O 3.7555 3.3223 0.2393 0.1 0.3 0.3 0.000
O -4.6515 0.6643 -3.3352 -0.4 -0.1 -0.1 0.000
H 0.6259 3.1915 1.3893 -0.1 0.2 -0.1 0.000
C 1.3207 0.4686 -6.2950 -0.4 0.2 -0.2 0.000
H 1.2676 -2.1756 1.3872 0.3 0.0 -0.3 0.126

24
Properties=species:S:1:pos:R:3:forces:R:3:nbo_charge:R:1 method="wB97M-V/def2-TZVPD" de_lowest_ev=0.0000 lumo_energy_ev=-0.417 total_charge=0 homo_lumo_gap_ha=0.31970 multiplicity=1 max_force_ha_per_bohr=0.0280 total_energy_ev=-124279.3651
C 0.3125 0.6798 0.2393 -0.3 0.3 -0.7 -0.362
H 2.0404 0.4860 2.1602 0.0 0.1 0.1 0.372
P 1.4400 1.9775 -0.4667 0.4 -0.2 -0.5 1.550
O -0.0791 -2.2338 -0.6288 -0.7 0.0 0.1 -0.692
C -0.8464 0.3322 -0.8022 0.5 -0.1 1.1 -0.876
N 1.9476 -0.4508 1.8057 0.1 -0.1 -0.3 -0.822
O 2.5251 1.4731 -1.3184 0.2 -0.1 0.0 -1.044
H -2.5296 -0.3234 1.1031 0.3 0.2 0.2 -0.029
P -2.6030 0.3288 -0.1271 -0.9 -0.4 -1.0 0.853
H 1.7919 -0.7598 -0.2405 0.1 0.2 -0.2 0.262
Br -0.4280 1.5482 1.8448 -0.1 0.0 0.1 0.034
H -2.7788 1.6895 0.1269 0.3 0.1 0.3 -0.016
H 1.6581 -1.0725 2.5425 -0.1 0.1 0.2 0.372
H -0.8458 1.1175 -1.5551 -0.2 -0.1 -0.3 0.289
H -0.7564 -1.4501 1.1794 -0.1 -0.1 0.1 0.179
S -0.4225 -1.1618 -1.7553 0.6 0.4 -0.5 2.401
C 1.1371 -0.5635 0.6086 0.0 -0.2 0.5 -0.175
O -1.5325 -1.6232 -2.4984 -0.2 -0.2 0.1 -0.876
H 1.8637 2.6831 0.6717 -0.2 0.1 0.0 -0.080
C 0.1724 -1.7356 0.6898 0.5 0.0 0.1 -0.074
H 0.6033 -2.5566 1.2537 0.1 -0.2 -0.1 0.221
H 0.5522 2.8254 -1.1571 -0.2 0.1 0.4 -0.087
O 0.7889 -0.8336 -2.4341 0.0 0.0 0.1 -0.909
S -4.0111 -0.3766 -1.2418 0.2 0.2 0.2 -0.490